Computed, not measured: a molecular structure, C49H58BBiIN11PSb, with ωB97M-V/def2-TZVPD.

XYZ file:
```
123
Properties=species:S:1:pos:R:3:mulliken_charge:R:1
Bi 0.082 -0.542 -0.233 3.1780
C 0.514 -0.054 -4.000 -1.8048
C -0.370 -1.168 -3.548 0.3822
C -1.078 -2.041 -4.362 -1.4013
C -1.750 -2.902 -3.515 0.9235
C -2.682 -4.020 -3.859 -1.5947
N -1.445 -2.561 -2.254 0.5081
N -0.576 -1.499 -2.260 1.1026
B -1.896 -3.235 -0.948 -2.4177
N -2.710 -2.229 -0.096 0.6528
N -2.124 -1.069 0.328 0.8854
C -3.002 -0.433 1.117 -0.2718
C -2.699 0.861 1.806 -0.8960
C -4.169 -1.191 1.188 -1.4333
C -3.951 -2.316 0.409 1.1392
C -4.869 -3.464 0.122 -1.4338
N -0.632 -3.658 -0.132 0.2870
N 0.343 -2.765 0.222 1.1844
C 1.216 -3.401 1.017 -0.2885
C 2.400 -2.730 1.635 -0.4827
C 0.814 -4.721 1.158 -1.6201
C -0.353 -4.851 0.417 1.1443
C -1.213 -6.061 0.233 -1.4911
H 0.156 0.325 -4.957 0.5331
H 1.533 -0.413 -4.155 0.0395
H 0.543 0.781 -3.299 0.2542
H -1.120 -2.026 -5.443 0.5510
H -2.820 -4.054 -4.937 0.5140
H -3.658 -3.882 -3.390 0.2137
H -2.288 -4.984 -3.534 0.2647
H -2.555 -4.202 -1.188 0.0349
H -1.708 1.244 1.567 -0.5691
H -2.769 0.732 2.889 0.4466
H -3.421 1.629 1.520 0.5233
H -5.069 -0.949 1.735 0.6139
H -5.807 -3.320 0.651 0.4833
H -4.438 -4.414 0.440 0.2047
H -5.085 -3.540 -0.945 0.1987
H 2.351 -1.641 1.559 -0.3183
H 3.325 -3.062 1.159 0.3108
H 2.465 -2.996 2.691 0.4576
H 1.314 -5.496 1.722 0.6138
H -0.796 -6.889 0.801 0.4485
H -1.267 -6.355 -0.817 0.2781
H -2.232 -5.884 0.580 0.2261
I -0.154 3.763 1.366 0.2182
C -2.049 4.668 1.311 0.4067
C -2.272 5.426 2.430 -0.7363
C -3.432 6.210 2.558 -0.9138
C -4.310 6.243 1.525 -0.7683
C -4.094 5.479 0.351 0.7161
C -5.035 5.626 -0.698 -0.9388
C -4.894 4.933 -1.851 -1.3627
C -3.834 4.013 -1.970 -0.3356
C -2.884 3.808 -0.995 1.0214
P -1.658 2.420 -1.302 1.2302
C -0.280 3.258 -2.178 0.3854
C 1.024 2.907 -1.829 0.2553
C 2.121 3.504 -2.436 -0.6246
C 1.922 4.477 -3.408 -0.9344
C 0.629 4.851 -3.753 -0.7998
C -0.463 4.255 -3.134 -0.5236
C -2.483 1.445 -2.623 0.2055
C -2.127 1.465 -3.968 -0.5686
C -2.810 0.680 -4.893 -0.7728
C -3.845 -0.147 -4.483 -0.8470
C -4.202 -0.185 -3.137 -0.7570
C -3.524 0.602 -2.218 -0.3331
C -2.965 4.609 0.211 -0.1111
H -1.535 5.441 3.222 0.4395
H -3.593 6.795 3.454 0.4084
H -5.199 6.862 1.573 0.3912
H -5.860 6.315 -0.556 0.4066
H -5.596 5.053 -2.667 0.4637
H -3.800 3.435 -2.879 0.5779
H 1.187 2.177 -1.038 -0.0885
H 3.128 3.228 -2.141 0.5524
H 2.771 4.954 -3.883 0.4284
H 0.469 5.623 -4.499 0.4505
H -1.464 4.579 -3.395 0.4877
H -1.331 2.117 -4.310 0.3636
H -2.539 0.728 -5.942 0.4864
H -4.379 -0.751 -5.207 0.4463
H -5.022 -0.814 -2.808 0.4996
H -3.840 0.598 -1.178 0.5637
N 3.303 2.086 2.676 0.1478
C 3.132 1.543 1.467 -0.6228
N 2.158 0.654 1.525 0.5400
C 1.776 0.710 2.834 0.0246
N 2.441 1.567 3.571 -0.7240
C 0.749 -0.182 3.399 -0.0895
C 0.661 -0.374 4.775 -0.6414
N -0.163 -1.271 5.302 -0.5417
C -0.898 -1.984 4.449 -0.8101
C -0.828 -1.786 3.081 -0.8158
N -0.011 -0.874 2.549 1.0984
H 3.960 2.795 2.964 0.2312
H 3.711 1.814 0.592 0.3518
H 1.286 0.204 5.448 0.5258
H -1.560 -2.735 4.866 0.4565
H -1.457 -2.354 2.401 0.3587
C 4.647 0.719 -3.567 -1.2773
C 4.202 -0.729 -3.343 -0.9495
Sb 3.116 -1.096 -1.527 -0.3892
C 4.789 -0.713 -0.232 -0.3300
C 5.992 -1.637 -0.447 -1.4529
C 3.235 -3.225 -1.828 -0.4669
C 2.465 -3.654 -3.082 -1.3147
H 5.386 0.768 -4.369 0.4151
H 5.114 1.153 -2.678 0.2435
H 3.807 1.355 -3.855 0.2742
H 5.051 -1.409 -3.250 0.6569
H 3.591 -1.087 -4.169 0.6561
H 4.434 -0.747 0.798 0.3659
H 5.056 0.328 -0.444 0.4470
H 5.733 -2.691 -0.320 0.2843
H 6.776 -1.407 0.278 0.4583
H 6.430 -1.518 -1.440 0.3240
H 2.840 -3.746 -0.960 0.3052
H 4.296 -3.463 -1.908 0.6971
H 1.421 -3.323 -3.056 0.1803
H 2.459 -4.743 -3.164 0.4619
H 2.917 -3.268 -3.997 0.3573
```

Summary:
Charge: +2
HOMO level: -12.0 eV
Molar mass: 1300.510 g mol⁻¹
LUMO energy: -5.16 eV
Kohn-Sham gap: 6.8562 eV
DFT total energy: -3622.73628 Eh

Computed, not measured: a molecular structure, C49H62BBrCsI2N14O2S2Sb in a non-equilibrium geometry, with ωB97M-V/def2-TZVPD.

XYZ file:
```
135
Properties=species:S:1:pos:R:3:mulliken_charge:R:1
Cs -0.711 1.774 0.850 0.2932
C 1.744 -1.072 -0.936 -0.7476
C 1.024 -0.906 -2.231 0.5203
C 1.294 -1.505 -3.477 -2.3043
C 0.368 -0.960 -4.340 1.3330
C 0.225 -1.191 -5.810 -1.3030
N -0.416 -0.118 -3.620 0.9154
N 0.006 -0.067 -2.331 0.3882
B -1.458 0.906 -4.127 -1.2567
N -0.957 2.340 -4.003 0.9136
N -0.713 2.905 -2.795 -0.2612
C -0.177 4.090 -3.030 0.8179
C 0.155 5.007 -1.901 -0.6335
C -0.038 4.299 -4.417 -1.7119
C -0.550 3.162 -5.002 1.0480
C -0.655 2.829 -6.455 -1.3531
N -2.853 0.636 -3.440 0.6503
N -3.411 1.217 -2.339 -0.1329
C -4.543 0.560 -2.074 0.8046
C -5.451 0.880 -0.931 -1.5894
C -4.726 -0.460 -3.008 -0.8895
C -3.631 -0.388 -3.843 0.6916
C -3.293 -1.319 -4.959 -1.6324
H 2.824 -0.971 -1.071 0.2355
H 1.429 -0.296 -0.240 -0.2698
H 1.570 -2.052 -0.486 0.5543
H 2.069 -2.215 -3.719 0.6145
H 1.091 -1.748 -6.169 0.4143
H -0.669 -1.765 -6.060 0.1400
H 0.168 -0.252 -6.361 0.0936
H -1.637 0.688 -5.296 -0.1486
H 0.559 4.454 -1.054 -0.1634
H 0.891 5.756 -2.199 0.2786
H -0.735 5.534 -1.545 0.0390
H 0.364 5.163 -4.922 0.4688
H -0.429 3.718 -7.044 0.3636
H 0.048 2.045 -6.747 0.1122
H -1.655 2.485 -6.722 0.2544
H -4.916 0.865 0.021 0.0663
H -5.905 1.866 -1.042 0.4797
H -6.247 0.134 -0.899 0.3029
H -5.534 -1.172 -3.050 0.4857
H -4.131 -2.000 -5.115 0.4687
H -3.086 -0.792 -5.889 0.3273
H -2.412 -1.913 -4.710 0.1459
Br 5.593 -3.097 -2.636 -0.2115
C 5.881 -2.953 -0.766 0.0065
C 5.924 -4.098 0.008 -0.5173
C 6.142 -3.979 1.373 -0.3616
C 6.279 -2.732 1.969 0.2600
C 6.257 -1.589 1.165 -0.3349
C 6.058 -1.699 -0.199 -0.2934
N 6.655 -2.696 3.352 -0.5980
N 6.220 -1.838 4.162 -0.5332
C 5.096 -1.035 3.938 -0.0775
C 5.227 0.287 4.342 -0.3355
C 4.321 1.268 3.992 -0.7415
C 3.163 0.967 3.230 0.1700
O 2.367 1.840 2.803 -0.4824
C 2.901 -0.467 2.994 0.0016
N 1.695 -0.772 2.465 -0.1689
C 1.387 -2.037 2.310 -1.0407
C 2.230 -3.092 2.698 -0.9009
C 3.458 -2.795 3.217 -0.6911
C 3.853 -1.447 3.349 1.2104
H 5.795 -5.070 -0.448 0.4109
H 6.204 -4.862 1.998 0.4028
H 6.383 -0.609 1.605 0.4106
H 6.035 -0.812 -0.819 0.5529
H 6.134 0.546 4.878 0.3453
H 4.497 2.305 4.250 0.4934
H 0.418 -2.243 1.871 1.0139
H 1.895 -4.116 2.591 0.5354
H 4.123 -3.583 3.547 0.5350
I -3.345 3.504 -1.273 0.4626
I -3.707 5.968 -0.066 -0.4183
C -1.503 6.248 3.239 -0.8690
N -0.557 5.287 3.760 0.2809
C -0.757 4.527 4.900 -0.7493
C 0.228 3.611 4.945 -0.3226
N 1.028 3.823 3.843 0.4407
C 0.539 4.836 3.095 -0.0914
S 1.181 5.402 1.637 -0.4037
H -1.688 7.028 3.980 0.2793
H -2.428 5.738 2.975 0.2013
H -1.072 6.684 2.341 0.3152
H -1.602 4.691 5.544 0.4180
H 0.422 2.819 5.645 0.4367
H 1.714 3.145 3.469 0.1548
O -2.137 3.006 2.632 -0.3865
S -3.372 2.195 2.393 0.0170
N -3.264 0.862 1.796 -0.3560
N 6.450 3.824 0.774 -0.6466
C 5.550 3.466 0.154 -0.0808
C 4.468 3.005 -0.672 0.4473
C 4.682 2.794 -2.033 -0.5566
C 3.627 2.343 -2.798 -1.3436
C 2.403 2.117 -2.177 -0.4051
N 2.194 2.317 -0.878 0.8224
C 3.204 2.757 -0.134 -0.6256
H 5.656 2.984 -2.465 0.4832
H 3.733 2.163 -3.859 0.5822
H 1.547 1.761 -2.738 0.6759
H 3.009 2.907 0.922 0.5871
C -4.128 -1.397 4.179 -1.4294
C -4.364 -2.076 2.833 0.6085
C -5.132 -3.379 3.019 -1.4671
Sb -2.486 -2.172 1.740 0.5198
C -3.259 -2.229 -0.274 1.6109
C -4.579 -2.958 -0.487 -1.5179
C -2.176 -2.726 -1.228 -1.3625
C -1.881 -4.272 2.007 0.5756
C -2.738 -5.430 1.510 -1.4170
C -1.486 -4.466 3.470 -1.5348
H -5.078 -1.231 4.702 0.3905
H -3.635 -0.433 4.056 0.1566
H -3.504 -2.017 4.830 0.2873
H -4.948 -1.396 2.206 0.2905
H -4.578 -4.080 3.648 0.2323
H -5.347 -3.879 2.075 0.2483
H -6.089 -3.187 3.522 0.4540
H -3.417 -1.165 -0.468 -0.6520
H -4.495 -4.027 -0.281 0.2506
H -4.900 -2.851 -1.529 0.3845
H -5.375 -2.559 0.145 0.3022
H -1.930 -3.778 -1.049 0.3682
H -1.257 -2.142 -1.147 0.1200
H -2.515 -2.639 -2.266 0.2604
H -0.957 -4.275 1.413 0.2224
H -3.685 -5.499 2.047 0.1684
H -2.215 -6.386 1.654 0.4540
H -2.966 -5.342 0.448 0.2679
H -2.364 -4.452 4.123 0.2402
H -0.808 -3.683 3.819 0.3020
H -0.987 -5.430 3.624 0.4317
```

Summary:
Charge: -2
HOMO level: -2.8 eV
Molar mass: 1542.454 g mol⁻¹
LUMO energy: 3.42 eV
Kohn-Sham gap: 6.1996 eV
DFT total energy: -7072.65781 Eh

Computed, not measured: 6 unconnected molecules or ions with the total composition C49H66B3F5O5S, with ωB97M-V/def2-TZVPD.

XYZ file:
```
129
Properties=species:S:1:pos:R:3:mulliken_charge:R:1
C 6.488 0.541 3.116 -0.8803
C 5.644 -0.096 4.223 -0.6059
C 4.239 -0.503 3.762 -0.6306
C 4.191 -1.845 3.006 -0.9019
C 4.232 -1.664 1.475 0.7135
C 4.961 -2.802 0.767 -1.0144
C 5.379 -2.537 -0.685 -0.5272
C 6.252 -1.284 -0.885 -0.5639
C 5.639 -0.175 -1.732 -0.9593
C 4.370 0.493 -1.220 0.5331
C 3.960 1.630 -2.168 -0.8360
C 2.504 2.095 -2.104 -0.7796
C 1.838 2.149 -0.726 -0.0154
C 0.383 2.681 -0.899 -0.7946
B -0.641 1.987 0.046 0.2263
O -0.543 2.127 1.435 -0.1658
B -1.662 1.742 2.141 0.1445
C -1.553 1.195 3.620 -0.6833
S -2.757 -0.070 3.876 1.1289
O -3.079 -0.190 5.272 -0.6983
O -2.309 -1.221 3.131 -0.5594
O -2.877 1.756 1.488 0.0568
B -2.803 1.005 0.296 0.0445
C -3.957 0.030 -0.091 0.9325
C -5.288 0.816 0.018 -1.7435
C -3.755 -0.539 -1.504 -0.8285
C -2.501 -1.439 -1.602 -0.9787
O -1.671 1.208 -0.465 -0.2936
H 6.894 -0.226 2.450 0.1250
H 5.894 1.208 2.489 0.1987
H 7.339 1.088 3.519 0.4231
H 5.568 0.599 5.060 0.3353
H 6.164 -0.990 4.575 0.3178
H 3.859 0.288 3.106 0.2215
H 3.575 -0.516 4.627 0.4213
H 5.050 -2.443 3.312 0.3979
H 3.263 -2.346 3.277 0.4083
H 3.222 -1.580 1.074 0.2910
H 4.775 -0.738 1.273 -0.5377
H 4.317 -3.688 0.753 0.2977
H 5.857 -3.088 1.323 0.3533
H 5.971 -3.408 -0.977 0.2990
H 4.516 -2.530 -1.357 0.2890
H 6.548 -0.904 0.098 0.0823
H 7.180 -1.576 -1.380 0.3999
H 6.397 0.608 -1.845 0.4095
H 5.451 -0.560 -2.739 0.2488
H 3.559 -0.231 -1.086 0.0555
H 4.545 0.920 -0.226 0.0707
H 4.185 1.300 -3.181 0.0502
H 4.625 2.472 -1.954 0.3769
H 1.892 1.477 -2.763 0.3923
H 2.475 3.120 -2.485 0.2693
H 2.403 2.809 -0.068 0.4037
H 1.816 1.152 -0.280 0.0456
H 0.076 2.514 -1.930 0.2111
H 0.358 3.749 -0.669 0.3792
H -0.584 0.713 3.742 0.3076
H -1.699 1.958 4.385 0.4173
H -3.847 0.429 3.253 -0.0035
H -4.000 -0.819 0.597 0.1052
H -6.068 0.254 -0.493 0.4221
H -5.578 0.929 1.060 0.3029
H -5.214 1.798 -0.451 0.2846
H -4.637 -1.127 -1.767 0.4180
H -3.671 0.275 -2.224 0.3593
H -2.735 -2.390 -2.079 0.3898
H -1.726 -0.947 -2.183 0.1544
H -2.125 -1.671 -0.605 0.2698
F 1.293 6.291 2.954 -0.3193
C 0.091 6.490 2.376 0.2042
C -0.377 7.781 2.238 -0.5171
C -1.614 7.976 1.640 -0.3126
C -2.360 6.893 1.197 -0.7852
C -1.865 5.605 1.350 -0.0390
C -0.627 5.395 1.941 -0.3783
H 0.219 8.610 2.595 0.4418
H -1.995 8.982 1.520 0.3612
H -3.324 7.053 0.734 0.4219
H -2.446 4.757 1.009 0.2955
H -0.222 4.401 2.064 0.6305
F -8.070 1.220 1.096 -0.3446
C -8.430 2.492 1.360 0.4991
C -8.741 3.327 0.307 -0.3784
C -9.106 4.636 0.585 -0.3505
C -9.149 5.089 1.897 -0.5574
C -8.827 4.228 2.937 -0.3366
C -8.465 2.914 2.674 -0.5161
H -8.696 2.953 -0.707 0.4304
H -9.359 5.304 -0.227 0.3643
H -9.433 6.111 2.108 0.3843
H -8.857 4.578 3.960 0.3659
H -8.217 2.224 3.468 0.4398
F 3.347 0.798 -5.312 -0.2439
C 4.166 0.347 -6.286 0.4307
C 4.831 1.265 -7.073 -0.5273
C 5.675 0.794 -8.068 -0.3306
C 5.837 -0.570 -8.263 -0.5523
C 5.154 -1.470 -7.458 -0.3709
C 4.310 -1.014 -6.455 -0.4348
H 4.685 2.324 -6.904 0.4154
H 6.209 1.498 -8.692 0.3602
H 6.495 -0.931 -9.042 0.3728
H 5.275 -2.535 -7.609 0.3562
H 3.770 -1.696 -5.812 0.5133
F -0.593 -3.357 -4.316 -0.3576
C -0.262 -4.343 -3.457 0.2954
C 0.750 -4.119 -2.546 -0.5620
C 1.082 -5.134 -1.660 -0.1248
C 0.408 -6.347 -1.698 -0.6857
C -0.606 -6.545 -2.625 -0.3401
C -0.952 -5.537 -3.514 -0.5068
H 1.262 -3.166 -2.535 0.6133
H 1.869 -4.974 -0.935 0.4458
H 0.670 -7.134 -1.005 0.4000
H -1.134 -7.488 -2.658 0.3803
H -1.744 -5.667 -4.239 0.4404
F -4.713 -6.626 0.633 -0.3154
C -4.544 -6.029 1.834 0.4324
C -4.799 -6.757 2.978 -0.5927
C -4.620 -6.139 4.208 -0.2591
C -4.198 -4.819 4.276 -0.7438
C -3.951 -4.108 3.108 0.0526
C -4.122 -4.716 1.872 -0.7059
H -5.131 -7.783 2.900 0.4224
H -4.810 -6.696 5.116 0.3673
H -4.061 -4.341 5.236 0.4275
H -3.622 -3.080 3.157 0.3766
H -3.928 -4.186 0.949 0.5633
```

Summary:
Charge: 0
HOMO level: -9.0 eV
SMILES: CCCCCCCCCCCCCCB1OB(C[SH](=O)=O)OB([C@@H](C)CC)O1.Fc1ccccc1.Fc1ccccc1.Fc1ccccc1.Fc1ccccc1.Fc1ccccc1
Molar mass: 894.555 g mol⁻¹
LUMO energy: 0.31 eV
Kohn-Sham gap: 9.2895 eV
DFT total energy: -3255.27061 Eh